CH2ClO3S | the ωB97M-V functional and the def2-TZVPD basis

Values from the calculation:
Energy above the lowest of the compared OMol25 structures with the same formula, charge and spin, kcal/mol: 44.6
HOMO, eV: -4.13
E, eV: -30569.06315
Strongest force on any atom, eV/Å: 4.88
Frontier orbital gap, eV: 7.85
Net charge: -1

Geometry (Å):
C  -0.590  0.501  0.120
O  1.247  -0.475  -1.220
O  1.125  -1.392  1.042
O  -0.062  1.426  -0.517
S  0.353  -1.261  -0.131
Cl  -2.402  0.052  0.107
H  -0.641  0.689  1.680
H  0.971  0.459  -1.080

Cartesian forces, eV/Å:
C 0.63 -0.03 4.84
O 0.59 -1.83 -0.62
O 2.13 -0.93 3.60
O -1.02 -0.11 -0.17
S -2.09 2.16 -3.03
Cl -0.92 0.13 -0.94
H 0.75 -0.59 -3.45
H -0.07 1.20 -0.23

CH2ClPS | the ωB97M-V functional and the def2-TZVPD basis

Values from the calculation:
Energy above the lowest of the compared OMol25 structures with the same formula, charge and spin, kcal/mol: 38.0
SMILES string: C=P(=S)Cl
HOMO (spin up / spin down), eV: -9.17 / -9.17
E, eV: -33714.47629
Strongest force on any atom, eV/Å: 3.70
Frontier orbital gap (spin up / spin down), eV: 7.25 / 7.25
Net charge: 0

Geometry (Å):
C  0.807  -0.198  -0.165
P  -0.843  -0.060  -0.695
S  -0.680  1.698  0.421
Cl  -1.938  -1.419  0.458
H  1.095  -0.054  0.940
H  1.558  0.033  -0.958

Cartesian forces, eV/Å:
C 0.81 2.81 2.27
P -2.00 -0.08 -0.63
S 1.51 -1.83 -0.92
Cl 0.33 0.17 0.08
H -0.16 -1.00 -1.70
H -0.48 -0.06 0.90

strongest force on any atom of number 2 (CH2ClPS)? 3.70 eV/Å